Computed, not measured: a cluster of 2 separate species, C9H14 in total, with the ωB97M-V functional and the def2-TZVPD basis.

Computed properties:
charge: -1
relative energy (zero: lowest compared OMol25 entry of this formula, charge and spin): 206.8 kJ/mol
gap between HOMO and LUMO (spin up / spin down): 2.97 / 7.36 eV
M: 122.21 g mol⁻¹
lowest unoccupied orbital energy (spin up / spin down): 3.96 / 3.79 eV
HOMO level (spin up / spin down): 0.992 / -3.571 eV
F_max: 0.1099 Eh/bohr
2S+1: 2

Geometry (Å):
C: 2.268 -0.703 -0.896
C: 1.564 -2.057 -1.129
H: 3.330 -0.520 -0.969
H: 1.987 0.103 -1.754
H: 1.705 -0.131 -0.169
H: 1.032 -2.405 -0.299
H: 2.357 -2.790 -1.205
H: 0.824 -2.063 -2.008
C: -1.841 0.694 -1.510
C: -2.067 0.135 0.989
C: -1.412 0.759 -0.056
C: -1.434 0.251 2.227
C: -0.112 0.733 2.525
C: -0.172 1.341 0.152
C: 0.511 1.217 1.386
H: -2.891 -0.475 0.827
H: -2.050 -0.030 3.164
H: -1.162 0.151 -2.058
H: -1.823 1.625 -2.104
H: 0.205 0.777 3.501
H: 0.491 1.741 -0.702
H: 1.579 1.290 1.449
H: -2.891 0.357 -1.359